# 1
The following is a quantum chemistry calculation of a cluster of 8 separate species, C32H62O17S7 in total in a non-equilibrium geometry, from OMol25.

Element x y z (Å)
C (-0.77, -1.53, 2.97)
C (-0.09, -0.85, 1.78)
C (0.47, 0.51, 2.07)
O (1.81, 0.38, 1.66)
C (2.01, -0.86, 1.15)
O (3.13, -1.27, 0.68)
O (0.95, -1.67, 1.22)
H (-1.24, -2.50, 2.83)
H (-1.57, -0.93, 3.54)
H (-0.03, -1.78, 3.76)
H (-0.77, -0.64, 0.98)
H (0.47, 0.66, 3.20)
H (-0.18, 1.12, 1.43)
O (-3.05, 1.11, 0.34)
S (-4.03, 2.01, -0.19)
O (-4.74, 2.91, 0.63)
C (-3.37, 2.78, -1.54)
C (-4.45, 2.62, -2.62)
C (-5.75, 2.12, -2.02)
C (-5.15, 1.05, -0.93)
H (-2.49, 2.23, -1.77)
H (-3.06, 3.64, -1.13)
H (-4.44, 3.61, -3.02)
H (-4.29, 2.03, -3.43)
H (-6.52, 1.58, -2.52)
H (-6.09, 2.94, -1.52)
H (-4.96, 0.23, -1.45)
H (-5.72, 0.77, -0.10)
O (-0.93, 5.90, 0.13)
S (0.02, 5.86, 1.11)
O (-0.32, 6.32, 2.45)
C (0.48, 4.15, 1.28)
C (1.69, 4.10, 0.35)
C (2.55, 5.40, 0.49)
C (1.48, 6.45, 0.39)
H (-0.42, 3.47, 1.17)
H (0.95, 3.86, 2.34)
H (2.26, 3.17, 0.46)
H (1.25, 4.01, -0.56)
H (3.36, 5.35, -0.11)
H (2.88, 5.48, 1.51)
H (1.20, 6.56, -0.70)
H (2.06, 7.39, 0.44)
O (0.18, 1.00, -3.93)
S (0.45, 0.30, -2.67)
O (0.68, 1.14, -1.49)
C (-0.92, -0.70, -2.15)
C (-0.34, -2.09, -1.93)
C (0.97, -2.23, -2.67)
C (1.66, -0.88, -2.77)
H (-1.63, -0.54, -3.01)
H (-1.42, -0.29, -1.30)
H (-0.04, -2.17, -0.88)
H (-1.15, -2.93, -1.93)
H (0.83, -2.72, -3.57)
H (1.57, -2.82, -2.08)
H (2.06, -0.84, -3.81)
H (2.46, -0.75, -1.88)
O (-2.52, -5.65, 1.08)
S (-3.77, -5.34, 0.44)
O (-4.82, -6.30, 0.55)
C (-4.21, -3.78, 1.05)
C (-3.90, -2.69, -0.05)
C (-4.16, -3.40, -1.42)
C (-3.51, -4.85, -1.23)
H (-4.03, -3.62, 2.05)
H (-5.27, -3.94, 1.04)
H (-4.79, -1.86, 0.07)
H (-2.83, -2.54, 0.00)
H (-3.85, -2.83, -2.25)
H (-5.34, -3.59, -1.59)
H (-2.35, -4.80, -1.47)
H (-3.99, -5.66, -1.83)
O (4.06, 1.25, -2.34)
S (4.88, 2.27, -1.87)
O (4.46, 3.65, -1.86)
C (5.38, 1.66, -0.28)
C (6.80, 1.26, -0.17)
C (7.20, 1.14, -1.67)
C (6.46, 2.15, -2.60)
H (4.69, 0.84, 0.08)
H (5.13, 2.61, 0.41)
H (7.54, 1.99, 0.12)
H (7.01, 0.44, 0.55)
H (6.92, 0.10, -1.74)
H (8.25, 1.22, -1.98)
H (6.37, 1.98, -3.71)
H (7.04, 3.05, -2.36)
O (6.46, -5.24, -3.07)
S (5.30, -4.84, -2.21)
O (4.02, -5.45, -2.47)
C (5.83, -4.88, -0.59)
C (5.45, -3.46, -0.06)
C (5.67, -2.51, -1.14)
C (5.19, -3.13, -2.40)
H (6.87, -5.27, -0.62)
H (5.24, -5.73, -0.17)
H (4.44, -3.59, 0.13)
H (6.18, -3.30, 0.77)
H (6.82, -2.26, -1.18)
H (5.31, -1.58, -0.92)
H (5.83, -2.91, -3.18)
H (4.14, -2.87, -2.65)
O (-4.96, 0.47, 6.68)
S (-4.21, 0.60, 5.37)
O (-2.81, 0.54, 5.45)
C (-4.95, -0.66, 4.39)
C (-5.40, -0.02, 2.99)
C (-5.99, 1.27, 3.52)
C (-4.92, 2.00, 4.37)
H (-5.71, -0.94, 5.03)
H (-4.10, -1.60, 4.41)
H (-4.26, 0.09, 2.52)
H (-5.92, -0.67, 2.26)
H (-6.82, 1.07, 4.01)
H (-6.02, 1.86, 2.55)
H (-5.38, 2.78, 4.73)
H (-4.12, 2.28, 3.84)

The calculation puts the HOMO energy at -0.376 Ha. As for the net charge: 0. The orbital gap comes out at 10.059 eV. As for the LUMO energy: -0.2 eV.

These are the Löwdin partial charges, in e, on atoms 1 to 8: atom 1 (C): -0.001, atom 2 (C): -0.320, atom 3 (C): -0.092, atom 4 (O): 0.073, atom 5 (C): -0.475, atom 6 (O): 0.053, atom 7 (O): 0.104, atom 8 (H): 0.069


# 2
The following is a quantum chemistry calculation of a structure of composition C32H64BGeN8O3Rb in a non-equilibrium geometry, from OMol25.

Element x y z (Å)
Rb (-0.11, -0.83, -0.43)
C (1.61, -3.24, -3.10)
C (1.22, -3.75, -1.71)
C (1.19, -5.28, -1.72)
C (2.24, -3.26, -0.67)
O (-0.08, -3.23, -1.43)
Ge (-1.32, -3.75, -0.15)
O (-2.38, -2.22, -0.25)
C (-3.44, -1.89, -1.15)
C (-4.50, -1.17, -0.33)
C (-4.04, -3.14, -1.79)
C (-2.90, -0.97, -2.26)
O (-0.36, -3.15, 1.34)
C (-0.61, -3.29, 2.72)
C (-1.64, -2.25, 3.17)
C (-1.10, -4.70, 3.07)
C (0.73, -3.03, 3.43)
H (2.59, -3.63, -3.37)
H (1.64, -2.15, -3.10)
H (0.88, -3.58, -3.84)
H (2.18, -5.68, -1.97)
H (0.47, -5.64, -2.45)
H (0.91, -5.65, -0.73)
H (3.21, -3.71, -0.86)
H (1.90, -3.54, 0.32)
H (2.35, -2.17, -0.72)
H (-4.93, -1.84, 0.41)
H (-5.30, -0.80, -0.98)
H (-4.06, -0.32, 0.19)
H (-4.41, -3.82, -1.01)
H (-3.28, -3.66, -2.39)
H (-4.87, -2.88, -2.44)
H (-2.51, -0.04, -1.84)
H (-3.70, -0.73, -2.96)
H (-2.10, -1.48, -2.80)
H (-2.59, -2.43, 2.66)
H (-1.30, -1.25, 2.91)
H (-1.80, -2.31, 4.25)
H (-2.05, -4.90, 2.57)
H (-1.23, -4.80, 4.14)
H (-0.37, -5.44, 2.72)
H (1.12, -2.06, 3.12)
H (1.45, -3.79, 3.14)
H (0.61, -3.05, 4.51)
C (0.01, -0.60, -5.52)
C (1.50, -0.24, -5.48)
C (1.99, 0.16, -6.86)
C (1.74, 0.84, -4.46)
C (2.38, 2.09, -4.63)
C (2.30, 2.69, -3.40)
N (1.65, 1.85, -2.57)
N (1.32, 0.72, -3.21)
B (1.20, 2.03, -1.11)
N (0.21, 3.20, -0.93)
C (0.29, 4.51, -1.23)
C (-0.90, 5.11, -0.88)
C (-1.68, 4.06, -0.35)
N (-0.99, 2.92, -0.40)
C (-3.06, 4.14, 0.24)
C (-3.00, 4.90, 1.57)
C (-3.66, 2.75, 0.44)
N (2.39, 2.14, -0.13)
C (3.42, 3.00, -0.08)
C (4.22, 2.64, 0.99)
C (3.57, 1.52, 1.55)
N (2.47, 1.24, 0.86)
C (3.97, 0.69, 2.73)
C (2.87, 0.72, 3.80)
C (4.26, -0.76, 2.30)
H (-0.16, -1.46, -6.17)
H (-0.35, -0.84, -4.52)
H (-0.57, 0.24, -5.90)
H (2.05, -1.13, -5.16)
H (1.48, 1.07, -7.20)
H (3.07, 0.35, -6.86)
H (1.79, -0.63, -7.58)
H (2.83, 2.49, -5.52)
H (2.66, 3.66, -3.08)
H (0.61, 1.06, -0.81)
H (1.18, 4.95, -1.66)
H (-1.17, 6.15, -0.98)
H (-3.70, 4.69, -0.45)
H (-2.31, 4.40, 2.25)
H (-2.64, 5.92, 1.42)
H (-3.99, 4.95, 2.03)
H (-3.07, 2.19, 1.18)
H (-4.69, 2.82, 0.79)
H (-3.64, 2.19, -0.49)
H (3.54, 3.80, -0.78)
H (5.13, 3.10, 1.32)
H (4.88, 1.12, 3.15)
H (1.98, 0.23, 3.40)
H (3.19, 0.18, 4.70)
H (2.63, 1.75, 4.07)
H (3.37, -1.20, 1.86)
H (5.06, -0.78, 1.56)
H (4.57, -1.36, 3.16)
N (-1.54, 2.09, 5.84)
C (-0.91, 2.74, 4.64)
C (-0.77, 1.74, 3.48)
N (-0.06, 2.42, 2.44)
H (-1.63, 2.75, 6.62)
H (-0.97, 1.31, 6.15)
H (-2.46, 1.73, 5.61)
H (0.07, 3.12, 4.91)
H (-1.53, 3.58, 4.33)
H (-1.77, 1.42, 3.17)
H (-0.22, 0.87, 3.85)
H (0.82, 1.97, 2.18)
H (-0.59, 2.55, 1.58)

The calculation puts the HOMO energy (alpha / beta) at -0.363 / -0.363 Ha. As for the net charge: +1. Its spin multiplicity is 2. The orbital gap (alpha / beta) comes out at 6.468 / 4.810 eV. As for the LUMO energy (alpha / beta): -3.4 / -5.1 eV.

These are the Löwdin partial charges, in e, on atoms 1 to 8: atom 1 (Rb): 0.961, atom 2 (C): -0.016, atom 3 (C): -0.694, atom 4 (C): -0.034, atom 5 (C): -0.036, atom 6 (O): -0.416, atom 7 (Ge): 1.089, atom 8 (O): -0.402


# 3
The following is a quantum chemistry calculation of a cluster of 4 separate species, C32H64BIN3O7 in total in a non-equilibrium geometry, from OMol25.

Element x y z (Å)
C (-1.66, 0.64, 0.29)
C (-0.65, 1.77, 0.28)
C (0.80, 1.40, 0.06)
I (1.34, -0.68, 0.44)
O (1.69, 2.31, 0.66)
C (1.55, 2.59, 1.98)
O (1.33, 3.73, 2.35)
O (1.78, 1.57, 2.83)
B (0.74, 1.16, 3.67)
C (0.56, -0.38, 3.99)
O (-0.11, 2.06, 4.20)
H (-1.60, 0.06, 1.20)
H (-2.65, 1.08, 0.28)
H (-1.58, 0.02, -0.59)
H (-0.91, 2.44, -0.52)
H (-0.79, 2.33, 1.21)
H (1.01, 1.48, -0.99)
H (1.47, -0.92, 3.75)
H (-0.20, -0.75, 3.32)
H (0.25, -0.55, 5.01)
H (-0.75, 1.64, 4.75)
C (-8.31, -0.21, 1.10)
C (-7.09, -1.14, 1.00)
C (-7.40, -2.49, 1.64)
C (-7.45, -2.45, 3.17)
C (-6.17, -1.83, 3.73)
C (-5.84, -0.46, 3.13)
N (-5.89, -0.52, 1.64)
O (-4.81, -1.05, 1.18)
C (-6.82, 0.60, 3.67)
C (-4.46, -0.02, 3.58)
C (-6.83, -1.33, -0.49)
H (-8.01, 0.84, 1.04)
H (-9.00, -0.40, 0.28)
H (-8.89, -0.35, 2.02)
H (-6.64, -3.22, 1.33)
H (-8.35, -2.86, 1.25)
H (-8.32, -1.89, 3.51)
H (-7.56, -3.46, 3.55)
H (-6.25, -1.73, 4.81)
H (-5.33, -2.51, 3.54)
H (-6.68, 1.55, 3.15)
H (-6.63, 0.76, 4.73)
H (-7.86, 0.32, 3.59)
H (-3.69, -0.75, 3.33)
H (-4.46, 0.11, 4.66)
H (-4.18, 0.93, 3.12)
H (-6.57, -0.39, -0.97)
H (-7.73, -1.72, -0.96)
H (-6.02, -2.04, -0.68)
C (6.22, -6.54, 0.81)
C (5.19, -5.64, 0.08)
C (5.79, -5.08, -1.20)
C (6.84, -3.99, -0.96)
C (6.27, -2.89, -0.07)
C (5.68, -3.41, 1.23)
N (4.73, -4.53, 0.97)
O (3.59, -4.08, 0.57)
C (6.81, -3.85, 2.18)
C (4.95, -2.29, 1.95)
C (4.01, -6.54, -0.26)
H (5.99, -6.61, 1.87)
H (6.18, -7.55, 0.40)
H (7.24, -6.20, 0.69)
H (5.00, -4.67, -1.83)
H (6.24, -5.91, -1.77)
H (7.74, -4.41, -0.52)
H (7.14, -3.56, -1.92)
H (7.04, -2.15, 0.16)
H (5.49, -2.35, -0.63)
H (6.40, -4.34, 3.07)
H (7.37, -2.98, 2.52)
H (7.53, -4.52, 1.73)
H (4.19, -1.84, 1.32)
H (5.66, -1.50, 2.23)
H (4.47, -2.65, 2.87)
H (3.54, -6.93, 0.65)
H (4.36, -7.38, -0.85)
H (3.25, -6.02, -0.84)
C (2.40, 4.00, -5.43)
C (0.96, 3.70, -4.94)
C (-0.02, 4.67, -5.58)
C (0.06, 6.09, -5.02)
C (-0.06, 6.07, -3.49)
C (0.93, 5.13, -2.82)
N (0.88, 3.77, -3.45)
O (-0.13, 3.11, -3.02)
C (2.35, 5.72, -2.88)
C (0.60, 5.00, -1.34)
C (0.65, 2.28, -5.39)
H (3.14, 3.63, -4.72)
H (2.58, 3.49, -6.37)
H (2.58, 5.05, -5.60)
H (-1.04, 4.30, -5.44)
H (0.16, 4.69, -6.66)
H (1.00, 6.57, -5.32)
H (-0.74, 6.70, -5.44)
H (0.08, 7.08, -3.09)
H (-1.08, 5.78, -3.23)
H (3.08, 5.00, -2.51)
H (2.40, 6.60, -2.24)
H (2.65, 6.04, -3.87)
H (-0.43, 4.68, -1.17)
H (0.72, 5.96, -0.84)
H (1.26, 4.29, -0.86)
H (1.32, 1.56, -4.92)
H (0.78, 2.21, -6.47)
H (-0.37, 1.99, -5.16)

The calculation puts the HOMO energy (alpha / beta) at -0.304 / -0.331 Ha. As for the net charge: 0. Its spin multiplicity is 4. The orbital gap (alpha / beta) comes out at 8.835 / 9.333 eV. As for the LUMO energy (alpha / beta): 0.6 / 0.3 eV.

These are the Löwdin partial charges, in e, on atoms 1 to 8: atom 1 (C): -0.137, atom 2 (C): -0.242, atom 3 (C): -0.644, atom 4 (I): 1.003, atom 5 (O): -0.028, atom 6 (C): -0.537, atom 7 (O): 0.165, atom 8 (O): 0.174


# 4
The following is a quantum chemistry calculation of a cluster of 7 separate species, C32H64BO13P in total in a non-equilibrium geometry, from OMol25.

Element x y z (Å)
C (-3.99, -5.97, 1.59)
C (-3.43, -5.09, 0.94)
C (-2.48, -4.20, 0.10)
B (-3.25, -2.87, -0.41)
C (-4.81, -2.80, -0.82)
C (-5.76, -2.31, 0.35)
C (-7.27, -2.37, -0.22)
O (-7.83, -1.04, -0.41)
P (-2.17, -1.27, -0.57)
C (-0.34, -1.73, -0.70)
C (-2.48, -0.16, 0.94)
H (-4.32, -6.93, 2.05)
H (-1.62, -3.89, 0.75)
H (-2.11, -4.77, -0.81)
H (-5.22, -3.78, -1.21)
H (-4.90, -2.04, -1.65)
H (-5.58, -1.26, 0.70)
H (-5.78, -2.99, 1.25)
H (-7.96, -2.89, 0.50)
H (-7.31, -2.87, -1.23)
H (-7.14, -0.45, -0.77)
H (-0.15, -2.83, -0.55)
H (0.08, -1.49, -1.72)
H (0.29, -1.14, 0.03)
H (-3.28, 0.57, 0.63)
H (-1.52, 0.33, 1.27)
H (-2.86, -0.84, 1.76)
C (4.73, 0.73, 0.68)
C (3.72, 1.86, 0.70)
O (2.37, 1.34, 0.70)
C (1.71, 0.98, 1.80)
C (2.47, 0.81, 3.09)
O (0.52, 0.73, 1.74)
H (4.65, 0.11, 1.57)
H (5.74, 1.13, 0.62)
H (4.55, 0.08, -0.18)
H (3.87, 2.55, 1.53)
H (3.81, 2.45, -0.21)
H (2.78, -0.23, 3.19)
H (1.80, 1.06, 3.92)
H (3.33, 1.46, 3.19)
C (-4.11, -0.05, -3.86)
C (-3.24, 1.15, -3.57)
O (-2.03, 1.10, -4.34)
C (-1.92, 1.57, -5.60)
C (-3.18, 1.90, -6.37)
O (-0.84, 1.66, -6.12)
H (-4.44, -0.07, -4.90)
H (-5.00, -0.04, -3.22)
H (-3.56, -0.98, -3.68)
H (-3.76, 2.09, -3.71)
H (-2.93, 1.12, -2.52)
H (-3.48, 1.02, -6.94)
H (-2.95, 2.71, -7.06)
H (-4.00, 2.24, -5.75)
C (7.57, 5.21, -3.13)
C (7.89, 3.88, -3.77)
O (7.91, 2.83, -2.79)
C (6.82, 2.15, -2.40)
C (5.45, 2.69, -2.75)
O (6.94, 1.17, -1.71)
H (6.57, 5.21, -2.68)
H (7.61, 6.01, -3.87)
H (8.28, 5.43, -2.33)
H (7.22, 3.63, -4.59)
H (8.89, 3.91, -4.19)
H (5.10, 3.33, -1.93)
H (4.77, 1.84, -2.86)
H (5.42, 3.23, -3.68)
C (3.83, -5.05, -1.77)
C (3.85, -5.10, -0.26)
O (4.65, -4.04, 0.28)
C (4.20, -2.79, 0.52)
C (2.88, -2.37, -0.07)
O (4.88, -2.01, 1.13)
H (3.38, -4.13, -2.14)
H (3.26, -5.90, -2.17)
H (4.85, -5.09, -2.16)
H (2.84, -5.08, 0.18)
H (4.31, -6.03, 0.07)
H (3.06, -1.90, -1.04)
H (2.42, -1.64, 0.60)
H (2.16, -3.18, -0.18)
C (0.19, 4.07, 0.09)
C (0.21, 4.04, 1.61)
O (1.01, 5.11, 2.14)
C (0.55, 6.35, 2.37)
C (-0.78, 6.76, 1.78)
O (1.22, 7.14, 2.98)
H (-0.26, 4.99, -0.28)
H (-0.37, 3.23, -0.30)
H (1.21, 4.04, -0.30)
H (-0.80, 4.05, 2.04)
H (0.68, 3.12, 1.94)
H (-0.60, 7.23, 0.81)
H (-1.24, 7.49, 2.45)
H (-1.49, 5.95, 1.68)
C (-4.73, -1.67, 5.12)
C (-4.18, -3.08, 5.23)
O (-3.06, -3.27, 4.35)
C (-1.79, -2.96, 4.68)
C (-1.53, -2.11, 5.89)
O (-0.89, -3.31, 3.96)
H (-3.99, -0.93, 5.43)
H (-5.61, -1.55, 5.74)
H (-4.99, -1.44, 4.08)
H (-3.93, -3.35, 6.25)
H (-4.94, -3.79, 4.90)
H (-1.49, -1.06, 5.59)
H (-0.57, -2.40, 6.32)
H (-2.26, -2.24, 6.69)

The calculation puts the HOMO energy at -0.281 Ha. As for the net charge: 0. The orbital gap comes out at 7.814 eV. As for the LUMO energy: 0.2 eV.

These are the Löwdin partial charges, in e, on atoms 1 to 8: atom 1 (C): 0.074, atom 2 (C): -0.144, atom 3 (C): -0.163, atom 4 (B): -0.447, atom 5 (C): -0.188, atom 6 (C): -0.171, atom 7 (C): -0.238, atom 8 (O): -0.115


The records above give, respectively, energy relative to the best compared isomer or geometry (same formula, charge and spin) values of 1126.3 153.7 0.0 129.6 kJ/mol.
The records above give, respectively, calculated total energy values of -144829.9228 -110130.9995 -61799.9676 -70801.0129 eV.